No. 1
Formula: C8H10BBr3NO4
Source: the Open Molecules 2025 dataset
Level of theory: wB97M-V/def2-TZVPD

The value obtained for the calculated total energy is -8412.75353 Ha. Its multiplicity is 1. The lowest unoccupied orbital energy is -6.46 eV. The calculation puts the HOMO-LUMO gap at 5.2 eV. As for the total charge: +1.

Each line ends with the Löwdin charge.
Cartesian coordinates (Å):
1 C -3.88 1.74 0.65  -0.067
2 O -4.02 0.79 1.80  -0.082
3 B -3.55 -0.55 1.31  -0.438
4 O -4.50 -1.66 1.07  0.091
5 N -2.03 -0.63 1.06  0.047
6 C -1.08 0.25 1.89  0.107
7 C 0.56 0.20 1.57  0.091
8 C 1.16 -0.82 0.40  0.023
9 C 2.78 -0.82 0.15  -0.543
10 O 3.45 -1.88 -0.33  -0.119
11 O 3.51 0.42 0.55  -0.236
12 C 0.04 -1.73 -0.40  0.108
13 C -1.58 -1.58 -0.03  0.111
14 H -4.65 2.61 0.71  0.131
15 H -2.76 2.13 0.54  0.109
16 H -4.12 1.08 -0.31  0.112
17 H -4.76 -1.63 0.09  0.141
18 H -1.47 0.97 2.73  0.162
19 H 1.22 0.92 2.22  0.123
20 H 2.96 1.22 0.29  0.112
21 H 0.41 -2.45 -1.25  0.134
22 H -2.39 -2.22 -0.58  0.152
23 C 5.02 0.80 -2.76  -1.488
24 Br 3.86 -0.07 -1.46  1.092
25 Br 6.04 -0.50 -3.79  0.589
26 Br 4.03 2.02 -3.91  0.554
27 H 5.74 1.40 -2.20  -0.014

---

No. 2
Formula: C8H10BClO4
Source: the Open Molecules 2025 dataset
Level of theory: wB97M-V/def2-TZVPD

The value obtained for the calculated total energy is -1096.80845 Ha. Its multiplicity is 1. The lowest unoccupied orbital energy is -1.39 eV. Its SMILES is CC[C@@H](Cl)C1=C(B(C)O)C(=O)OC1=O. The calculation puts the HOMO-LUMO gap at 9.2 eV.

Each line ends with the Löwdin charge.
Cartesian coordinates (Å):
1 C -3.35 0.01 1.00  -0.110
2 C -2.04 0.24 0.05  -0.223
3 C -1.13 -1.08 -0.04  -0.587
4 Cl -1.09 -1.88 -1.70  0.596
5 C 0.30 -0.75 0.57  -0.062
6 C 1.50 -0.21 0.03  0.080
7 B 1.72 0.31 -1.50  -0.366
8 C 2.13 1.89 -1.76  -0.035
9 O 1.57 -0.48 -2.70  0.037
10 C 2.48 -0.27 1.29  -0.260
11 O 3.64 0.20 1.40  0.104
12 O 1.85 -1.10 2.31  0.075
13 C 0.44 -1.05 2.14  -0.277
14 O -0.50 -1.09 2.96  0.115
15 H -3.51 -1.09 1.29  0.074
16 H -3.27 0.61 1.98  0.082
17 H -4.30 0.36 0.45  0.076
18 H -2.33 0.68 -0.97  0.111
19 H -1.41 1.03 0.61  0.118
20 H -1.61 -1.86 0.66  0.107
21 H 1.29 2.61 -1.42  0.079
22 H 2.35 2.08 -2.87  0.072
23 H 3.12 2.12 -1.21  0.082
24 H 2.15 -1.27 -2.57  0.112

---

No. 3
Formula: C8H10Br2Si
Source: the Open Molecules 2025 dataset
Level of theory: wB97M-V/def2-TZVPD

The value obtained for the calculated total energy is -5748.26866 Ha. Its multiplicity is 1. The lowest unoccupied orbital energy (spin up / spin down) is -0.75 / -0.02 eV. The calculation puts the HOMO-LUMO gap (spin up / spin down) at 8.2 / 7.7 eV. The energy above the lowest of the compared OMol25 structures with the same formula, charge and spin is 98.4 kcal per mole.

Each line ends with the Löwdin charge.
Cartesian coordinates (Å):
1 C 2.05 0.51 2.53  -0.130
2 C 0.87 1.18 2.30  -0.069
3 C 2.56 -0.29 1.57  -0.105
4 C 0.15 1.05 1.05  -0.083
5 C 1.85 -0.44 0.37  -0.141
6 C 0.62 0.17 0.08  -0.408
7 C -2.73 1.49 -2.51  0.065
8 C -1.26 -2.04 -0.93  -0.742
9 Si -0.24 -0.45 -1.40  0.344
10 Br -2.71 -1.69 0.33  0.555
11 Br 1.32 -0.91 -2.98  0.308
12 H 2.59 0.60 3.53  0.128
13 H 0.42 1.80 3.13  0.118
14 H 3.45 -0.93 1.78  0.120
15 H -0.78 1.57 0.96  0.087
16 H 2.30 -1.21 -0.40  0.091
17 H -3.30 1.46 -1.64  -0.051
18 H -1.79 2.09 -2.41  -0.023
19 H -3.18 1.35 -3.45  -0.034
20 H -1.63 -2.74 -1.60  -0.020
21 H -0.57 -2.59 -0.31  -0.008

---

No. 4
Formula: C8H10BrIO2
Source: the Open Molecules 2025 dataset
Level of theory: wB97M-V/def2-TZVPD

The value obtained for the calculated total energy is -3332.87688 Ha. Its multiplicity is 1. The lowest unoccupied orbital energy is -0.07 eV. The calculation puts the HOMO-LUMO gap at 8.2 eV. The energy above the lowest of the compared OMol25 structures with the same formula, charge and spin is 0.0 kcal per mole.

Each line ends with the Löwdin charge.
Cartesian coordinates (Å):
1 C -0.41 2.67 -1.10  -0.114
2 C -1.54 2.17 -1.62  -0.121
3 C 0.60 1.97 -0.30  -0.091
4 C -2.14 0.78 -1.53  -0.305
5 C 0.84 0.65 -0.05  -0.146
6 C -2.70 0.15 -0.55  -1.155
7 C 0.93 -1.97 1.47  -0.240
8 C 2.05 -1.24 0.82  -0.183
9 O 1.45 -3.20 2.02  -0.061
10 O 1.96 0.19 0.55  -0.066
11 Br -2.87 -1.82 -0.60  0.564
12 I -3.43 1.02 1.26  0.777
13 H -0.08 3.76 -1.36  0.140
14 H -2.07 2.67 -2.32  0.055
15 H 1.37 2.71 0.02  0.115
16 H -1.89 0.28 -2.45  0.104
17 H 0.09 -0.11 -0.54  0.150
18 H 0.00 -2.17 0.90  0.097
19 H 0.73 -1.43 2.40  0.134
20 H 2.51 -1.86 -0.03  0.145
21 H 2.85 -1.41 1.61  0.144
22 H 1.77 -3.82 1.40  0.059

---

No. 5
Formula: C8H10Cl2InOSSe4
Source: the Open Molecules 2025 dataset
Level of theory: wB97M-V/def2-TZVPD

The value obtained for the calculated total energy is -11500.26615 Ha. Its multiplicity is 1. The lowest unoccupied orbital energy (spin up / spin down) is -5.45 / -5.13 eV. The calculation puts the HOMO-LUMO gap (spin up / spin down) at 6.1 / 6.4 eV. As for the total charge: +1. The energy above the lowest of the compared OMol25 structures with the same formula, charge and spin is 9.9 kcal per mole.

Each line ends with the Löwdin charge.
Cartesian coordinates (Å):
1 In -0.09 -0.22 -1.37  0.562
2 Se -3.23 -0.84 -0.03  0.137
3 Se -3.60 -0.22 2.03  0.085
4 Se -1.76 1.16 2.65  0.137
5 Se -0.34 1.21 0.97  0.045
6 C 0.58 -4.11 1.50  -0.209
7 S 0.60 -2.33 1.64  0.937
8 O 0.06 -1.83 0.30  -0.813
9 C 2.37 -2.09 1.63  -0.412
10 C 3.11 -2.42 0.51  -0.086
11 C 4.48 -2.22 0.53  -0.057
12 C 5.09 -1.68 1.67  -0.058
13 C 4.33 -1.35 2.78  -0.060
14 C 2.95 -1.55 2.77  -0.076
15 H 1.18 -4.41 0.65  0.064
16 H -0.47 -4.41 1.37  0.067
17 H 0.97 -4.52 2.43  0.076
18 H 2.63 -2.83 -0.37  0.119
19 H 5.08 -2.48 -0.33  0.117
20 H 6.16 -1.53 1.69  0.115
21 H 4.81 -0.93 3.66  0.115
22 H 2.34 -1.28 3.62  0.116
23 Cl 3.69 3.83 -0.72  0.573
24 C 3.84 2.21 -0.08  -0.945
25 Cl 2.34 1.24 -0.35  0.387
26 H 3.99 2.26 0.99  0.033
27 H 4.64 1.70 -0.58  0.033

---

No. 6
Formula: C8H10Cl2N2O5S2
Source: the Open Molecules 2025 dataset
Level of theory: wB97M-V/def2-TZVPD

The value obtained for the calculated total energy is -2513.28663 Ha. Its multiplicity is 1. The lowest unoccupied orbital energy is 0.15 eV. Its SMILES is Nc1cc(Cl)c(S(=O)(=O)NCCS(=O)(=O)O)cc1Cl. The calculation puts the HOMO-LUMO gap at 9.4 eV.

Each line ends with the Löwdin charge.
Cartesian coordinates (Å):
1 N -1.62 0.72 5.06  0.105
2 C -1.56 0.86 3.69  -0.341
3 C -0.34 1.24 3.12  -0.044
4 C -0.24 1.40 1.74  -0.608
5 Cl 1.28 1.95 1.09  0.726
6 C -1.31 0.97 0.93  -0.299
7 S -1.10 0.98 -0.86  0.712
8 O -0.54 2.23 -1.45  -0.329
9 O -2.28 0.46 -1.53  -0.315
10 N 0.08 -0.29 -1.03  -0.144
11 C 0.80 -0.28 -2.30  -0.270
12 C 1.83 -1.39 -2.14  -0.200
13 S 2.81 -1.41 -3.64  0.663
14 O 2.03 -1.26 -4.86  -0.287
15 O 3.96 -0.49 -3.52  -0.303
16 O 3.37 -2.93 -3.60  -0.157
17 C -2.52 0.56 1.51  -0.063
18 C -2.64 0.49 2.91  -0.583
19 Cl -4.20 0.01 3.53  0.709
20 H -2.56 0.55 5.40  0.062
21 H -0.99 1.33 5.59  0.117
22 H 0.50 1.48 3.76  0.117
23 H -0.39 -1.15 -0.84  0.100
24 H 0.16 -0.47 -3.17  0.125
25 H 1.29 0.67 -2.46  0.126
26 H 1.39 -2.34 -1.98  0.103
27 H 2.47 -1.16 -1.34  0.095
28 H 3.67 -2.95 -4.51  0.074
29 H -3.33 0.24 0.89  0.108